[1]
Molecular formula: CH8NO3
Method: DFT, ωB97M-V with the def2-TZVPD basis set

Last columns: bonded neighbours and bond lengths (Å).
Atoms and positions in Å:
1 N 0.185 1.891 -0.487  C2 1.497, H4 1.014, H5 1.007
2 C 0.915 0.592 -0.627  N1 1.497, O3 1.375, H6 1.090, H7 1.098
3 O 0.194 -0.496 -0.195  C2 1.375
4 H -0.694 1.838 -0.990  N1 1.014
5 H -0.166 1.955 0.454  N1 1.007
6 H 1.166 0.453 -1.679  C2 1.090
7 H 1.781 0.792 0.018  C2 1.098
8 H -1.422 -1.115 -0.690  O10 0.989
9 H -2.490 -2.047 -0.263  O10 0.959
10 O -2.243 -1.541 -1.040  H8 0.989, H9 0.959
11 H 0.892 -0.780 1.001  O13 1.089
12 H 0.570 -0.596 2.507  O13 0.969
13 O 1.312 -0.946 1.991  H11 1.089, H12 0.969

Properties
molecular weight: 82.08 Da
charge: -1
relative energy (zero: lowest compared OMol25 entry of this formula, charge and spin): 4.86 kcal per mole
F_max: 0.0325 Eh/bohr
lowest unoccupied orbital energy: 4.4 eV

=====

[2]
Molecular formula: C38H57BCl38N4O4PS2
Method: DFT, ωB97M-V with the def2-TZVPD basis set

Last columns: bonded neighbours and bond lengths (Å).
Atoms and positions in Å:
1 C 6.576 -2.383 1.380  C2 1.511, H41 1.087, H42 1.085, H43 1.089
2 C 6.024 -1.914 0.054  C1 1.511, O3 1.455, H44 1.090, H45 1.089
3 O 4.616 -2.261 -0.067  C2 1.455, B4 1.370
4 B 3.905 -1.308 -0.750  O3 1.370, O5 1.371, C6 1.622
5 O 4.332 -0.893 -1.985  B4 1.371, H46 0.964
6 C 2.542 -0.734 -0.085  B4 1.622, C7 1.560, C14 1.535, N28 1.508
7 C 2.722 0.798 -0.315  C6 1.560, C8 1.519, H47 1.088, H48 1.088
8 C 4.104 1.316 0.047  C7 1.519, C9 1.387, C13 1.396
9 C 4.658 1.290 1.319  C8 1.387, C10 1.385, H49 1.076
10 C 5.941 1.751 1.561  C9 1.385, C11 1.384, H50 1.067
11 C 6.716 2.279 0.542  C10 1.384, C12 1.393, H51 1.078
12 C 6.171 2.337 -0.739  C11 1.393, C13 1.380, H52 1.077
13 C 4.894 1.864 -0.965  C8 1.396, C12 1.380, H53 1.081
14 C 2.476 -1.065 1.413  C6 1.535, P15 1.909, N18 1.475, H54 1.087
15 P 1.608 0.275 2.460  C14 1.909, O16 1.621, Cl17 2.098
16 O 1.104 -0.584 3.738  P15 1.621, H55 0.971
17 Cl -0.155 0.785 1.441  P15 2.098
18 N 1.972 -2.406 1.763  C14 1.475, C19 1.434, H56 1.009
19 C 1.565 -3.243 0.674  N18 1.434, Cl20 1.768, C21 1.524, H57 1.095
20 Cl 0.836 -4.774 1.173  C19 1.768
21 C 0.680 -2.490 -0.313  C19 1.524, C22 1.552, N28 1.515, H58 1.086
22 C -0.821 -2.366 0.058  C21 1.552, C23 1.539, H59 1.087, H60 1.091
23 C -1.196 -2.388 1.550  C22 1.539, C24 1.545, H61 1.085, H62 1.082
24 C -2.555 -1.703 1.815  C23 1.545, C25 1.549, H63 1.090, H64 1.088
25 C -2.616 -1.110 3.244  C24 1.549, C26 1.531, H65 1.084, H66 1.089
26 C -3.072 0.352 3.268  C25 1.531, N27 1.481, H67 1.090, H68 1.088
27 N -2.306 1.125 4.272  C26 1.481, H69 1.010, H70 1.011
28 N 1.286 -1.185 -0.786  C6 1.508, C21 1.515, C29 1.483, H71 1.028
29 C 1.365 -1.193 -2.267  N28 1.483, C30 1.528, H72 1.083, H73 1.087
30 C -0.005 -1.126 -2.940  C29 1.528, C31 1.526, H74 1.089, H75 1.088
31 C -0.689 0.221 -2.719  C30 1.526, S32 1.817, H76 1.093, H77 1.087
32 S 0.336 1.548 -3.421  C31 1.817, C33 1.805
33 C -0.215 3.031 -2.554  S32 1.805, S34 1.614, N35 1.396
34 S 0.677 3.676 -1.373  C33 1.614
35 N -1.426 3.550 -3.014  C33 1.396, C36 1.468, C40 1.459
36 C -2.592 3.047 -2.277  N35 1.468, C37 1.562, H78 1.082, H79 1.097
37 C -3.815 3.327 -3.207  C36 1.562, O38 1.408, H80 1.087, H81 1.091
38 O -3.412 4.209 -4.228  C37 1.408, C39 1.414
39 C -2.835 5.385 -3.697  O38 1.414, C40 1.563, H82 1.090, H83 1.084
40 C -1.503 5.006 -2.972  N35 1.459, C39 1.563, H84 1.096, H85 1.084
41 H 5.898 -2.127 2.190  C1 1.087
42 H 6.829 -3.438 1.378  C1 1.085
43 H 7.491 -1.820 1.559  C1 1.089
44 H 6.196 -0.843 -0.041  C2 1.090
45 H 6.576 -2.379 -0.762  C2 1.089
46 H 4.639 -1.641 -2.511  O5 0.964
47 H 2.633 0.996 -1.380  C7 1.088
48 H 1.936 1.392 0.146  C7 1.088
49 H 4.122 0.875 2.154  C9 1.076
50 H 6.388 1.676 2.527  C10 1.067
51 H 7.724 2.617 0.721  C11 1.078
52 H 6.700 2.752 -1.580  C12 1.077
53 H 4.468 1.911 -1.957  C13 1.081
54 H 3.506 -1.046 1.760  C14 1.087
55 H 0.145 -0.475 3.848  O16 0.971
56 H 2.642 -2.855 2.368  N18 1.009
57 H 2.457 -3.569 0.127  C19 1.095
58 H 0.667 -3.127 -1.192  C21 1.086
59 H -1.347 -3.196 -0.408  C22 1.087
60 H -1.250 -1.474 -0.402  C22 1.091
61 H -1.358 -3.427 1.817  C23 1.085
62 H -0.436 -2.012 2.221  C23 1.082
63 H -2.784 -0.940 1.071  C24 1.090
64 H -3.321 -2.472 1.731  C24 1.088
65 H -1.667 -1.211 3.758  C25 1.084
66 H -3.381 -1.676 3.771  C25 1.089
67 H -4.147 0.404 3.443  C26 1.090
68 H -2.899 0.841 2.311  C26 1.088
69 H -2.178 2.063 3.919  N27 1.010
70 H -2.815 1.165 5.144  N27 1.011
71 H 0.592 -0.461 -0.561  N28 1.028
72 H 1.922 -0.351 -2.659  C29 1.083
73 H 1.870 -2.075 -2.651  C29 1.087
74 H 0.218 -1.210 -4.003  C30 1.089
75 H -0.639 -1.978 -2.704  C30 1.088
76 H -0.858 0.399 -1.654  C31 1.093
77 H -1.648 0.196 -3.230  C31 1.087
78 H -2.487 1.996 -2.041  C36 1.082
79 H -2.678 3.611 -1.340  C36 1.097
80 H -4.030 2.394 -3.721  C37 1.087
81 H -4.675 3.685 -2.640  C37 1.091
82 H -3.541 5.861 -3.015  C39 1.090
83 H -2.583 6.006 -4.549  C39 1.084
84 H -1.582 5.378 -1.944  C40 1.096
85 H -0.635 5.480 -3.415  C40 1.084
86 C -6.406 1.662 -0.409  Cl87 1.762, Cl88 1.774, Cl89 1.761, H90 1.081
87 Cl -6.497 3.412 -0.220  C86 1.762
88 Cl -4.721 1.183 -0.685  C86 1.774
89 Cl -7.099 0.854 0.994  C86 1.761
90 H -6.987 1.384 -1.277  C86 1.081
91 C 4.741 3.047 5.676  Cl92 1.766, Cl93 1.773, Cl94 1.761, H95 1.082
92 Cl 3.019 2.787 5.973  C91 1.766
93 Cl 5.100 2.776 3.962  C91 1.773
94 Cl 5.236 4.661 6.177  C91 1.761
95 H 5.299 2.326 6.258  C91 1.082
96 C -2.864 -10.227 3.165  Cl97 1.762, Cl98 1.767, Cl99 1.763, H100 1.082
97 Cl -3.042 -11.733 2.268  C96 1.762
98 Cl -3.735 -8.916 2.363  C96 1.767
99 Cl -3.414 -10.418 4.829  C96 1.763
100 H -1.814 -9.969 3.187  C96 1.082
101 C -7.904 -9.143 2.544  Cl102 1.763, Cl103 1.770, Cl104 1.761, H105 1.082
102 Cl -9.558 -9.472 3.057  C101 1.763
103 Cl -7.659 -7.402 2.333  C101 1.770
104 Cl -6.751 -9.809 3.696  C101 1.761
105 H -7.745 -9.625 1.589  C101 1.082
106 C 1.947 0.267 -7.259  Cl107 1.759, Cl108 1.774, Cl109 1.760, H110 1.082
107 Cl 3.426 1.105 -7.710  C106 1.759
108 Cl 2.242 -0.772 -5.851  C106 1.774
109 Cl 0.651 1.413 -6.940  C106 1.760
110 H 1.651 -0.367 -8.084  C106 1.082
111 C 6.117 6.680 0.266  Cl112 1.764, Cl113 1.777, Cl114 1.763, H115 1.082
112 Cl 7.007 7.296 1.658  C111 1.764
113 Cl 6.275 4.915 0.147  C111 1.777
114 Cl 4.417 7.140 0.351  C111 1.763
115 H 6.540 7.122 -0.628  C111 1.082
116 C 5.965 -1.560 -8.569  Cl117 1.767, Cl118 1.759, Cl119 1.765, H120 1.082
117 Cl 6.448 -1.906 -6.906  C116 1.767
118 Cl 7.149 -2.188 -9.708  C116 1.759
119 Cl 4.363 -2.220 -8.902  C116 1.765
120 H 5.916 -0.486 -8.688  C116 1.082
121 C -8.622 -3.427 2.835  Cl122 1.759, Cl123 1.765, Cl124 1.770, H125 1.081
122 Cl -10.116 -4.050 2.148  C121 1.759
123 Cl -7.236 -4.296 2.173  C121 1.765
124 Cl -8.508 -1.681 2.565  C121 1.770
125 H -8.641 -3.593 3.903  C121 1.081
126 C -6.467 1.395 -5.373  Cl127 1.772, Cl128 1.761, Cl129 1.759, H130 1.082
127 Cl -6.032 0.914 -3.724  C126 1.772
128 Cl -5.224 0.873 -6.507  C126 1.761
129 Cl -8.040 0.745 -5.817  C126 1.759
130 H -6.523 2.475 -5.402  C126 1.082
131 C -10.521 -1.363 5.782  Cl132 1.759, Cl133 1.763, Cl134 1.770, H135 1.082
132 Cl -12.129 -0.987 6.387  C131 1.759
133 Cl -9.293 -0.434 6.640  C131 1.763
134 Cl -10.195 -3.098 5.915  C131 1.770
135 H -10.479 -1.094 4.735  C131 1.082
136 C -0.456 4.360 7.147  Cl137 1.765, Cl138 1.764, Cl139 1.761, H140 1.082
137 Cl -0.215 2.769 6.420  C136 1.765
138 Cl -1.658 5.279 6.241  C136 1.764
139 Cl -0.927 4.208 8.838  C136 1.761
140 H 0.483 4.895 7.104  C136 1.082
141 C 8.688 4.898 -3.908  Cl142 1.761, Cl143 1.766, Cl144 1.766, H145 1.082
142 Cl 7.578 5.476 -5.147  C141 1.761
143 Cl 8.372 5.696 -2.364  C141 1.766
144 Cl 8.578 3.143 -3.740  C141 1.766
145 H 9.696 5.143 -4.213  C141 1.082

Properties
molecular weight: 2087.03 Da
charge: +1
F_max: 0.0354 Eh/bohr
lowest unoccupied orbital energy: -2.6 eV

=====

[3]
Molecular formula: C17H21N7O3S
Method: DFT, ωB97M-V with the def2-TZVPD basis set

Last columns: bonded neighbours and bond lengths (Å).
Atoms and positions in Å:
1 C 1.887 -0.384 -4.620  N2 1.454, H29 1.090, H30 1.086, H31 1.090
2 N 0.982 -0.125 -3.512  C1 1.454, C3 1.404, C27 1.383
3 C 1.562 0.524 -2.410  N2 1.404, O4 1.221, C5 1.419
4 O 2.741 0.841 -2.427  C3 1.221
5 C 0.616 0.721 -1.371  C3 1.419, C6 1.379, N15 1.398
6 C -0.700 0.326 -1.486  C5 1.379, N7 1.345, N25 1.358
7 N -1.385 0.593 -0.359  C6 1.345, C8 1.338
8 C -0.500 1.144 0.479  N7 1.338, N9 1.348, N15 1.369
9 N -0.912 1.501 1.712  C8 1.348, C10 1.454, C14 1.445
10 C -2.329 1.369 2.015  N9 1.454, C11 1.528, H32 1.087, H33 1.098
11 C -2.487 0.766 3.410  C10 1.528, O12 1.410, H34 1.091, H35 1.099
12 O -1.866 1.583 4.376  C11 1.410, C13 1.405
13 C -0.492 1.688 4.103  O12 1.405, C14 1.537, H36 1.091, H37 1.100
14 C -0.222 2.284 2.712  N9 1.445, C13 1.537, H38 1.084, H39 1.100
15 N 0.738 1.270 -0.091  C5 1.398, C8 1.369, C16 1.443
16 C 2.062 1.535 0.418  N15 1.443, C17 1.529, H40 1.090, H41 1.095
17 C 2.718 0.273 0.980  C16 1.529, S18 1.825, H42 1.088, H43 1.089
18 S 1.736 -0.475 2.324  C17 1.825, C19 1.750
19 C 0.588 -1.417 1.396  S18 1.750, N20 1.324, N24 1.326
20 N 0.920 -1.763 0.162  C19 1.324, C21 1.321
21 C 0.044 -2.492 -0.506  N20 1.321, C22 1.387, H44 1.083
22 C -1.168 -2.877 0.047  C21 1.387, C23 1.389, H45 1.077
23 C -1.403 -2.460 1.350  C22 1.389, N24 1.320, H46 1.082
24 N -0.531 -1.740 2.030  C19 1.326, C23 1.320
25 N -1.182 -0.273 -2.605  C6 1.358, C26 1.445, C27 1.381
26 C -2.576 -0.646 -2.688  N25 1.445, H47 1.089, H48 1.091, H49 1.088
27 C -0.329 -0.537 -3.658  N2 1.383, N25 1.381, O28 1.215
28 O -0.721 -1.111 -4.655  C27 1.215
29 H 2.695 -1.035 -4.287  C1 1.090
30 H 1.322 -0.857 -5.419  C1 1.086
31 H 2.319 0.557 -4.961  C1 1.090
32 H -2.784 0.734 1.259  C10 1.087
33 H -2.797 2.362 1.993  C10 1.098
34 H -3.542 0.708 3.685  C11 1.091
35 H -2.039 -0.238 3.423  C11 1.099
36 H -0.071 2.337 4.873  C13 1.091
37 H -0.021 0.696 4.158  C13 1.100
38 H 0.851 2.281 2.554  C14 1.084
39 H -0.592 3.319 2.682  C14 1.100
40 H 2.050 2.339 1.153  C16 1.090
41 H 2.663 1.854 -0.441  C16 1.095
42 H 3.692 0.510 1.403  C17 1.088
43 H 2.817 -0.483 0.203  C17 1.089
44 H 0.336 -2.767 -1.512  C21 1.083
45 H -1.881 -3.467 -0.503  C22 1.077
46 H -2.318 -2.706 1.875  C23 1.082
47 H -2.857 -1.185 -1.784  C26 1.089
48 H -3.197 0.246 -2.774  C26 1.091
49 H -2.702 -1.272 -3.569  C26 1.088

Properties
molecular weight: 403.47 Da
relative energy (zero: lowest compared OMol25 entry of this formula, charge and spin): 16.87 kcal per mole
F_max: 0.0293 Eh/bohr
SMILES: Cn1c(=O)c2c(nc(N3CCOCC3)n2CCSc2ncccn2)n(C)c1=O
lowest unoccupied orbital energy: 0.5 eV